1.
{
  "formula": "C24H43BrDyN9O5Si",
  "method": "the ωB97M-V functional and the def2-TZVPD basis",
  "lumo_energy_ev": [-5.45, -5.45],
  "e_tot_ev": -151228.1586,
  "multiplicity": 6,
  "homo_lumo_gap_ev": [9.0126, 9.0065],
  "total_charge": 2,
  "relative_energy_ev": 0.000,
  "molar_mass_g_mol": 808.2,
  "symbols": ["H", "H", "H", "C", "H", "H", "H", "Br", "C", "H", "H", "N", "H", "O", "H", "H", "H", "N", "H", "O", "Dy", "O", "C", "H", "H", "C", "C", "H", "H", "C", "C", "C", "O", "H", "C", "O", "H", "N", "C", "H", "C", "H", "C", "N", "N", "C", "H", "C", "H", "H", "C", "H", "H", "H", "H", "H", "C", "N", "H", "C", "N", "H", "N", "C", "H", "C", "H", "H", "H", "H", "C", "C", "H", "C", "H", "N", "H", "H", "Si", "C", "H", "C", "H", "H"],
  "positions_angstrom": [[-7.88090, -1.95780, -0.88110], [-6.20100, -1.83550, 1.56170], [2.11770, 0.40410, -3.58900], [-5.20730, -4.87390, 1.84670], [-4.27680, -4.55870, -4.09710], [2.97180, -0.27620, 2.60580], [-5.48320, -3.58640, -3.29210], [-2.06960, -1.65480, -0.49110], [4.38810, 0.94610, -1.33600], [-0.69380, -0.10300, 3.78390], [-2.69060, -2.53170, 2.09540], [0.29540, -2.33220, 1.96910], [-3.82270, -2.98770, -3.45080], [0.44700, 0.89700, 1.97080], [-0.88640, -2.39990, 4.92820], [-4.49840, -0.54210, -1.57190], [-2.19210, -0.82190, 3.75940], [3.13850, 0.78100, -1.82360], [-6.67120, -0.45190, 0.60310], [1.52510, -4.01220, 1.23580], [0.04080, -0.40720, 0.43920], [0.98260, -2.39460, -0.05110], [-2.84780, 3.42380, -0.52220], [-7.33480, -3.41610, -0.06680], [-7.08070, -3.22150, -1.79910], [-0.81020, 3.91140, 0.61250], [4.69350, 0.64500, -0.04930], [-1.91840, -4.14420, -2.13010], [-2.27770, -5.66430, -1.30430], [-5.47400, -0.99960, -1.68950], [-1.98880, 4.36050, 0.03420], [2.15940, 0.26740, -1.01300], [1.78180, 2.37750, 0.96230], [-3.77080, 3.73050, -0.98740], [-5.74690, -2.00640, -0.56500], [0.98140, 0.16590, -1.41960], [-6.22930, -0.21730, -1.65710], [-1.22450, -0.91650, 3.46230], [-2.78560, -5.11260, 1.29220], [-2.55170, -5.45590, 2.29980], [3.64790, 0.13970, 0.76660], [-4.96440, -0.69330, 0.98070], [0.68140, 1.93060, 1.24840], [-1.39650, 1.62860, 0.11090], [0.58980, -4.00160, 3.63790], [-3.58450, -3.06660, 2.40200], [2.27010, 2.12210, -3.17950], [-3.96000, -4.12310, 1.35520], [-5.52490, -5.62480, 1.13010], [-1.90200, -4.63900, 0.86810], [2.78750, 1.15940, -3.17700], [-4.38340, -2.35480, 2.56300], [5.68270, 0.79910, 0.34730], [-4.98570, -5.37880, 2.78470], [-6.03560, -4.19290, 2.01870], [1.16820, -4.56120, 3.01440], [-0.56620, 2.54690, 0.64100], [2.45040, -0.12990, 0.23860], [-2.47810, -5.54460, -3.03960], [-7.08820, -2.70200, -0.84630], [-0.68660, -2.10630, 3.97530], [3.68890, 1.22150, -3.78180], [0.97110, -2.96220, 1.03920], [-4.04500, -4.55300, -1.95940], [5.12900, 1.34400, -2.01230], [0.09870, -2.85720, 3.19630], [0.42790, -4.32110, 4.58020], [-2.23800, 5.41150, 0.01470], [-4.81570, -6.44500, -2.64860], [-3.13970, 1.33440, -0.94540], [-4.93680, -5.79370, -1.78710], [-2.50610, 2.08200, -0.48120], [-3.03430, -5.99130, 0.70520], [-4.43540, -3.86550, -3.27450], [-3.39130, -3.57420, 3.34550], [3.80990, -0.13250, 2.06140], [4.64870, 0.15200, 2.53930], [-4.67090, -6.36350, -0.90260], [-4.33600, -3.36300, -0.42510], [-2.58410, -5.00080, -2.10370], [-5.52050, -1.45750, -2.66890], [-5.89330, -1.20240, 0.73500], [-0.09000, 4.59350, 1.03540], [-5.98590, -5.52140, -1.71900]]
}



2.
{
  "formula": "C24H43ClF3I3N3O7P2",
  "method": "the ωB97M-V functional and the def2-TZVPD basis",
  "lumo_energy_ev": -5.23,
  "e_tot_ev": -107933.6504,
  "homo_lumo_gap_ev": 4.7337,
  "total_charge": 1,
  "molar_mass_g_mol": 1020.7,
  "symbols": ["C", "H", "H", "H", "H", "H", "F", "H", "H", "Cl", "H", "H", "C", "C", "H", "C", "C", "H", "H", "H", "H", "C", "C", "N", "H", "C", "H", "H", "C", "I", "O", "C", "O", "H", "H", "C", "C", "C", "O", "C", "N", "H", "H", "N", "F", "C", "H", "C", "H", "H", "F", "C", "H", "I", "H", "H", "C", "O", "H", "H", "C", "C", "H", "O", "C", "H", "C", "O", "H", "H", "P", "P", "H", "H", "H", "H", "H", "H", "H", "I", "C", "H", "H", "H", "C", "O"],
  "positions_angstrom": [[-0.99450, 0.05382, -1.83800], [-0.15362, 2.95972, -0.28027], [-7.35448, 1.14987, 5.63972], [-1.37324, -2.45130, 0.05059], [3.03208, -2.20374, 0.53129], [-6.06543, 2.97998, 9.34546], [-1.13940, 1.66034, 1.70934], [3.53528, -0.14400, -0.62568], [-0.04814, 0.57415, -4.79680], [-0.63663, -0.60370, 2.55312], [-2.82403, -4.64308, -1.69337], [4.50687, 0.32877, -1.98375], [-6.15576, 2.68967, 8.31285], [-1.56729, -2.91554, -2.02576], [5.58109, 1.52663, 1.70448], [2.71958, 1.48563, -1.80272], [-2.10340, -0.57114, -0.92980], [-4.75965, 2.65006, -0.84684], [1.96040, -3.28120, 2.13172], [-3.17999, -0.22974, -4.39364], [0.21074, -2.32815, 0.82794], [-7.10870, 1.79036, 7.75951], [-6.86524, 1.71216, 6.41646], [-2.26903, 0.14789, 0.38782], [-5.40604, 2.66954, 5.22814], [-1.99134, -2.12856, -0.78256], [4.63278, 0.09863, 1.22880], [-2.33954, -4.36699, -3.40535], [1.43607, 0.66295, -2.01722], [-4.41036, 2.08925, 2.52136], [6.33584, -1.37689, 0.45986], [2.44240, -3.61633, -0.99330], [-2.64331, 1.86537, -3.22473], [6.82197, -1.20190, -1.56263], [0.89992, 2.92460, -3.05809], [6.63237, 0.00151, 0.58746], [-0.89038, 0.42652, 1.15513], [3.89655, 0.72172, -1.17080], [1.98410, -3.76342, 1.30588], [4.81891, 1.60208, -0.30415], [-5.80171, 2.53069, 6.13721], [5.60963, -2.40250, -1.15642], [-3.51623, -1.02145, -2.34048], [-3.40442, -0.35865, -1.58632], [1.26983, 4.23852, -1.56944], [5.37846, 0.81986, 0.90510], [7.31965, 0.10503, 1.42718], [0.38081, 3.40114, -2.23889], [1.67710, -0.39566, -1.93300], [-1.34254, -2.30954, -2.89915], [-0.40393, -3.63480, -1.74242], [6.53475, -1.94071, -0.81711], [2.55477, 2.42713, -1.29027], [-3.43186, -0.97055, 1.75990], [-0.37789, 4.05056, -2.66745], [1.18454, 0.77793, -3.05774], [2.17324, -2.81100, 0.24818], [1.28730, -0.57801, 0.41000], [-3.54246, -3.35589, -2.67317], [2.78478, -2.98382, -1.80868], [0.92168, -1.92492, 0.11331], [0.41988, 0.48731, 0.27128], [-2.98218, -2.49550, -0.54635], [-0.47907, 1.28688, -4.31170], [-0.26644, 2.45293, -1.23319], [-7.88417, 1.26414, 8.28927], [-2.62497, -3.90888, -2.46589], [-4.46326, 1.76545, -0.59145], [0.54009, -2.03896, -0.89529], [-1.33550, 2.51714, -1.41672], [-1.67109, 0.78384, -3.39278], [-3.18382, 1.88356, 0.35045], [7.28978, -2.72291, -0.78148], [4.31463, 2.50334, 0.02550], [-0.41141, -0.80467, -2.16650], [-4.17056, -0.53407, -0.94570], [5.68143, 1.85841, -0.91410], [1.58678, -4.21746, -1.28064], [-4.53136, 3.81125, 7.27948], [1.70706, 1.95928, 1.36915], [-5.36341, 3.12896, 7.28886], [3.06352, 1.79433, -2.79029], [7.15767, 0.39046, -0.28386], [3.25838, -4.30074, -0.77523], [0.17710, 0.97163, -1.18922], [-2.25208, -0.44460, -4.23546]]
}



3.
{
  "formula": "C24H43IrN2P3S2",
  "method": "the ωB97M-V functional and the def2-TZVPD basis",
  "lumo_energy_ev": [-11.38, -15.48],
  "e_tot_ev": -80896.9113,
  "multiplicity": 6,
  "homo_lumo_gap_ev": [4.8617, 4.0738],
  "total_charge": 4,
  "relative_energy_ev": 0.907,
  "molar_mass_g_mol": 708.9,
  "symbols": ["C", "H", "H", "C", "H", "H", "H", "H", "H", "H", "C", "H", "H", "H", "C", "C", "C", "H", "H", "H", "P", "C", "H", "C", "H", "P", "H", "C", "H", "C", "H", "C", "H", "H", "H", "N", "H", "H", "C", "H", "C", "C", "S", "Ir", "H", "H", "C", "P", "H", "H", "N", "H", "H", "H", "H", "S", "H", "H", "H", "C", "H", "C", "C", "C", "H", "H", "H", "C", "H", "C", "C", "C", "C", "H", "H"],
  "positions_angstrom": [[3.11267, 0.00951, 1.27435], [2.27162, -2.44975, -0.62794], [-2.17543, 2.12711, -2.89497], [-2.41804, 2.33534, -1.84771], [2.98735, -0.95600, 1.77190], [4.18119, 0.20993, 1.14395], [-1.28093, -2.64620, -1.45369], [-0.21759, 3.33468, -3.37013], [1.49087, 2.90575, -3.95739], [3.56498, 0.80757, -2.37262], [-1.98402, -1.83767, 1.42185], [-2.85173, -1.91821, 0.75854], [1.70377, -2.41355, 1.46510], [0.68280, 4.70440, 4.73298], [2.83923, -1.34407, -5.14389], [2.68488, -1.60866, -1.18832], [0.74984, -2.57252, -5.00290], [0.11136, -3.40044, -5.30704], [-2.16902, -1.07169, 2.18307], [2.65916, 0.79675, 1.88967], [-0.40552, -1.50852, 0.52454], [-0.26146, 2.78039, 5.03675], [-3.03142, -1.38763, -1.06173], [0.39946, 2.77050, -4.07701], [1.00688, 3.07885, -1.55465], [2.38709, -0.00262, -0.38679], [-0.36996, 2.91966, 6.10483], [0.06681, 2.35244, 2.30246], [1.86978, 4.47752, -0.96629], [2.28027, -0.32370, -4.35411], [-1.82573, 3.19729, -1.52382], [-0.58234, 1.38639, 3.07782], [-0.39075, -3.76282, -0.35959], [-2.68893, 2.23950, 1.25809], [0.48075, -2.66405, -1.46187], [0.39597, 2.28453, 0.92268], [-1.85816, -2.80272, 1.93543], [-1.12502, 2.48245, -5.54743], [1.00881, -0.51914, -3.76675], [0.25960, -2.96187, 2.34881], [0.36521, 3.77234, 4.27099], [-0.39717, -2.76603, -0.81949], [1.28914, 4.63286, 1.74408], [0.13293, 0.56931, -0.35605], [-0.81040, -1.67555, -3.80382], [0.86330, -1.30633, 2.59765], [-3.05844, -0.43600, -1.59798], [-2.18569, 0.91460, -0.70902], [3.12424, 2.16184, -1.26972], [-1.26563, 0.84877, 5.04662], [1.44505, 3.57545, -0.77695], [3.76806, -1.71855, -1.29139], [4.44816, 1.03115, -0.83975], [3.87382, -1.24944, -5.52364], [0.48687, 1.56852, -5.81988], [0.17862, 0.61995, -2.69193], [2.81656, 0.61657, -4.23069], [-0.94058, 0.48155, 2.57470], [2.25690, -1.60714, -2.19662], [-0.73660, 1.59821, 4.45281], [-3.27046, 0.56771, 1.46972], [3.46684, 1.11827, -1.32457], [0.72787, -2.10109, 1.85022], [-3.17713, 1.39482, 0.75579], [-4.11083, -0.15123, -1.73228], [-4.18253, 1.70837, 0.43655], [2.45487, -3.27176, -6.11995], [0.51134, 3.56113, 2.89819], [-2.61502, -0.58972, -2.58863], [1.00556, 3.39119, 0.50324], [0.22398, -1.61242, -4.15291], [2.06534, -2.47332, -5.47341], [-0.14254, 2.18162, -5.16378], [-3.48410, 2.60258, -1.80210], [-0.95330, 0.70508, -3.42625]]
}